# 1
Here is one molecule with the formula C20H20FN3O4S in a non-equilibrium geometry from the Open Molecules 2025 dataset. Energies are from ωB97M-V/def2-TZVPD.

Element x y z (Å)
C  3.781  3.770  -0.102
H  4.842  4.010  -0.136
H  3.282  4.505  0.525
H  3.378  3.847  -1.109
C  3.566  2.363  0.447
C  4.274  1.320  -0.421
C  4.032  -0.082  0.134
N  2.618  -0.379  0.246
S  1.865  -0.854  -1.162
O  2.801  -1.624  -1.926
O  1.201  0.228  -1.841
C  0.668  -2.031  -0.488
C  1.254  -2.946  0.369
C  0.476  -3.941  0.927
C  -0.873  -4.052  0.634
C  -1.436  -3.138  -0.235
C  -0.679  -2.115  -0.809
C  -1.368  -1.138  -1.722
N  -2.523  -0.556  -1.063
C  -3.812  -0.629  -1.583
O  -4.106  -1.193  -2.600
C  -4.660  0.109  -0.599
N  -5.955  0.327  -0.661
C  -6.479  1.016  0.345
C  -5.750  1.499  1.425
C  -4.380  1.263  1.489
C  -3.832  0.548  0.441
C  -2.448  0.099  0.153
O  -1.450  0.231  0.816
H  -3.772  1.617  2.308
H  -6.247  2.052  2.206
H  -7.545  1.187  0.275
H  -1.748  -1.645  -2.615
H  -0.676  -0.346  -2.016
H  -2.484  -3.217  -0.484
H  -1.458  -4.842  1.076
F  1.038  -4.823  1.771
H  2.305  -2.868  0.591
C  1.870  0.594  1.017
C  2.076  2.020  0.509
H  1.551  2.715  1.166
H  1.646  2.097  -0.491
H  0.817  0.318  0.964
H  2.202  0.510  2.058
H  4.460  -0.839  -0.524
H  4.471  -0.181  1.132
H  3.877  1.364  -1.438
H  5.347  1.518  -0.459
H  3.982  2.312  1.461

Properties
- 2S+1: 1
- Net charge: 0
- HOMO level: -0.3457 hartree
- Energy relative to the best compared isomer or geometry (same formula, charge and spin): 0.0 kJ/mol
- Strongest force on any atom: 0.02104 hartree/bohr

---

# 2
Here is C20H20IN3O2S4SbTc as an isolated structure from the Open Molecules 2025 dataset. Energies are from ωB97M-V/def2-TZVPD.

Element x y z (Å)
Tc  -0.433  0.711  0.406
C  -1.828  -3.755  -1.628
C  -0.512  -3.391  -1.006
N  0.473  -4.249  -1.234
C  1.698  -3.991  -0.803
C  2.077  -2.818  -0.165
C  3.536  -2.571  0.120
O  3.773  -2.042  1.416
C  1.056  -1.894  0.101
C  1.353  -0.566  0.712
N  1.436  0.550  -0.027
C  2.496  1.481  0.000
C  3.819  1.077  0.158
C  4.823  2.031  0.100
C  4.525  3.369  -0.119
C  3.206  3.790  -0.245
C  2.213  2.832  -0.171
I  0.204  3.317  -0.129
C  -0.229  -2.239  -0.267
O  -1.217  -1.271  0.082
H  -1.612  -4.423  -2.458
H  -2.363  -2.886  -2.011
H  -2.480  -4.276  -0.930
H  2.442  -4.751  -1.012
H  3.931  -1.839  -0.593
H  4.098  -3.492  -0.043
H  3.875  -2.765  2.044
H  1.900  -0.576  1.655
H  4.055  0.040  0.338
H  5.852  1.724  0.223
H  5.320  4.100  -0.170
H  2.972  4.837  -0.373
S  -3.746  1.051  2.662
Sb  -3.026  -1.223  2.921
S  -0.346  0.926  2.534
S  -2.730  -1.909  0.598
S  -0.662  -0.925  3.387
C  -2.404  0.398  -2.215
C  -3.094  0.974  -1.033
C  -4.496  1.348  -0.980
C  -4.713  1.836  0.243
C  -3.432  1.853  1.020
C  -3.015  3.292  1.318
N  -2.481  1.194  0.094
H  -2.908  0.677  -3.137
H  -2.413  -0.692  -2.146
H  -1.365  0.735  -2.283
H  -5.196  1.231  -1.790
H  -5.635  2.219  0.651
H  -2.915  3.852  0.385
H  -2.089  3.323  1.886
H  -3.788  3.778  1.911

Properties
- 2S+1: 1
- Net charge: +2
- HOMO level: -0.5352 hartree
- Energy relative to the best compared isomer or geometry (same formula, charge and spin): 0.0 kJ/mol
- Strongest force on any atom: 0.01207 hartree/bohr